Computed, not measured: C37H45BrClN9O4SSc as an isolated structure in a non-equilibrium geometry, with wB97M-V/def2-TZVPD.

## Properties
ΔE to the lowest compared entry with this formula, charge and spin in kcal/mol: 907.0
HOMO energy (spin up / spin down) in eV: -1.96 / -1.98
Net charge: -1

Last column: Löwdin charge in e.
Atoms and positions in Å:
Br: 1.263 2.033 -1.664  1.0002
Sc: -0.105 -0.296 -0.768  0.5969
Cl: 0.532 8.309 0.746  0.6343
S: -1.884 -1.278 2.435  1.0432
O: -1.705 -1.174 -0.656  -0.4775
O: -1.879 0.233 2.321  -0.3350
O: -1.372 1.363 0.218  -0.1843
O: -2.051 3.423 2.713  -0.0145
N: 1.412 -1.562 3.369  0.0769
N: -2.860 0.810 -3.822  -0.2006
N: 1.751 -2.868 0.325  0.0379
N: 2.490 -3.674 -1.677  -0.1789
N: -0.231 -0.940 1.418  -0.1519
N: -1.925 2.069 -2.119  -0.0514
N: 0.508 -2.211 -1.612  0.0617
N: -0.878 -0.024 -2.741  0.0542
N: 2.043 -0.423 -0.285  -0.1186
C: -0.656 5.238 3.029  -0.1898
C: 4.005 -0.960 1.499  -0.1412
C: 0.089 -2.291 -2.938  -0.1896
C: -3.229 1.961 -4.605  -0.0750
C: -0.663 2.477 -1.359  -0.4527
C: -2.022 -2.032 5.048  -0.1260
C: -0.588 -1.179 -3.540  -0.1631
C: 4.543 -0.238 -0.754  -0.1366
C: 5.010 -0.628 0.522  -0.1608
C: -0.652 -2.381 -5.649  -0.1184
C: 2.366 -0.828 1.018  -0.1952
C: -3.203 2.203 -1.429  -0.0484
C: -1.933 1.235 1.458  -0.2338
C: 0.229 -3.461 -3.697  -0.0316
C: 1.183 -1.145 1.999  -0.2685
C: 3.152 -0.156 -1.107  -0.2395
C: -2.791 2.337 2.027  -0.0056
C: -1.140 -1.735 4.006  -0.2981
C: 3.169 -2.400 0.840  -0.1110
C: -0.407 4.727 4.420  -0.0315
C: 0.707 -2.207 5.570  -0.0670
C: -0.872 -1.233 -4.903  -0.0446
C: -1.697 4.988 0.876  -0.0137
C: -0.041 6.395 2.584  -0.0684
C: -1.499 4.517 2.161  -0.2384
C: 0.318 -1.828 4.296  -0.1612
C: 0.581 -2.361 1.174  -0.2293
C: -0.218 -2.499 6.565  -0.1116
C: 1.549 -2.878 -1.045  -0.2994
C: -1.841 0.871 -2.893  -0.3173
C: 3.362 -3.137 -2.697  -0.0645
C: -1.075 6.153 0.435  -0.1057
C: -3.829 -0.260 -3.730  -0.0502
C: -0.251 6.851 1.289  -0.6738
C: -0.129 -3.508 -5.034  -0.1095
C: -1.571 -2.413 6.305  -0.1254
C: 2.836 -4.971 -1.152  -0.0773
H: 2.009 -5.386 -0.580  0.0913
H: 0.272 5.385 4.963  0.0756
H: -0.905 -2.397 -6.702  0.0877
H: -0.353 -2.927 0.918  0.1383
H: -4.011 2.563 -4.123  0.0730
H: 3.996 -2.911 0.312  0.1283
H: 4.298 -1.255 2.485  0.1197
H: -1.341 4.669 4.981  0.0849
H: 3.046 -5.659 -1.978  0.0798
H: 4.385 -3.044 -2.316  0.0823
H: 3.723 -4.935 -0.506  0.0712
H: 6.063 -0.690 0.753  0.0729
H: -0.724 3.465 -0.934  0.0803
H: -2.308 4.449 0.183  0.0798
H: 0.188 2.539 -2.145  -0.3011
H: -1.279 -0.360 -5.394  0.1055
H: -4.083 -0.634 -4.727  0.0823
H: -3.360 1.888 2.839  0.1379
H: 0.419 -1.062 0.961  -0.2301
H: 3.268 -2.658 1.883  0.1088
H: -0.471 1.691 -0.437  -0.0574
H: 0.014 -4.423 -5.597  0.0917
H: 0.633 -4.348 -3.228  0.1075
H: 0.044 3.734 4.386  0.0904
H: -3.605 1.635 -5.580  0.0837
H: -2.364 2.597 -4.783  0.0913
H: 5.267 0.006 -1.518  0.0785
H: -4.032 2.087 -2.131  0.0722
H: 2.882 0.139 -2.109  0.0309
H: 0.618 6.944 3.245  0.1092
H: -3.085 -1.964 4.865  0.0908
H: -4.750 0.094 -3.250  0.0826
H: -3.311 1.455 -0.647  0.0857
H: -3.439 -1.090 -3.139  0.0972
H: -2.288 -2.638 7.086  0.0918
H: -3.524 2.730 1.321  0.1247
H: -3.301 3.188 -0.990  0.0697
H: 2.342 -1.669 3.733  0.1205
H: 0.127 -2.792 7.549  0.0948
H: 3.035 -2.151 -3.015  0.0815
H: 3.322 -1.086 0.637  -0.0451
H: 0.765 -2.606 2.288  0.1284
H: 3.379 -3.795 -3.574  0.0789
H: -1.231 6.488 -0.582  0.1082
H: 1.765 -2.283 5.808  0.1050

---

Computed, not measured: C37H45N7O4RhS2Te as an isolated structure, with wB97M-V/def2-TZVPD.

## Properties
2S+1: 6
HOMO energy (spin up / spin down) in eV: -7.19 / -7.16
Net charge: 0

Last column: Löwdin spin population.
Atoms and positions in Å:
Te: -1.233 -0.213 0.871  0.5505
Rh: 0.686 0.592 -1.158  2.4400
S: -1.484 -1.996 -2.089  0.0359
S: 2.316 -1.316 -0.201  0.0489
O: -2.673 1.618 -0.461  0.2617
O: 0.283 1.873 0.612  0.1173
O: 3.089 -1.392 -4.692  0.0031
O: 2.056 0.184 -2.932  0.0855
N: 1.719 -2.837 -2.311  0.0063
N: -0.696 -0.734 -4.302  -0.0011
N: -1.005 1.495 -1.994  0.7743
N: 3.934 -2.676 -1.756  0.0083
N: -2.932 -0.636 -3.812  0.0037
N: 2.247 2.165 -1.308  0.1119
N: 3.393 1.829 -2.023  0.0053
C: -2.301 3.523 -1.867  0.0497
C: 1.328 0.346 2.990  0.0132
C: 6.648 -0.734 -4.815  0.0014
C: -1.223 0.546 2.845  0.0508
C: 5.653 0.783 -3.254  0.0022
C: -1.678 -2.913 2.231  0.0174
C: 4.275 -0.799 -4.419  0.0013
C: -4.263 -3.373 1.322  -0.0006
C: 0.920 5.366 -0.196  0.0002
C: -1.260 1.681 5.391  0.0084
C: -2.377 -4.051 2.606  0.0021
C: -0.282 -2.718 2.753  0.0204
C: -3.675 -4.295 2.168  0.0034
C: 4.387 0.252 -3.500  0.0041
C: 4.371 -3.565 -2.812  0.0012
C: 2.107 3.409 -1.039  0.0129
C: -1.286 2.301 6.759  0.0015
C: 6.778 0.302 -3.897  0.0000
C: -4.331 -1.300 -0.029  0.0091
C: -0.885 5.202 1.358  0.0011
C: -2.439 1.501 4.675  -0.0004
C: 5.406 -1.282 -5.075  -0.0002
C: -1.977 2.122 -1.397  0.1153
C: -2.445 0.946 3.404  0.0136
C: -0.776 3.829 1.360  0.0083
C: -0.038 5.990 0.575  0.0043
C: -3.600 -2.216 0.913  0.0086
C: -2.310 -1.985 1.390  0.0609
C: -3.754 0.818 2.677  0.0127
C: -0.021 0.732 3.526  0.0162
C: 1.046 3.972 -0.227  0.0055
C: -0.070 1.292 4.801  -0.0006
C: 2.663 -2.351 -1.510  0.0150
C: -4.402 -5.538 2.597  0.0006
C: -1.702 -1.051 -3.472  0.0040
C: 3.199 0.791 -2.776  0.0146
C: 0.187 3.173 0.567  0.0078
H: -1.998 4.225 -1.089  0.0023
H: -3.379 1.818 5.111  0.0001
H: -1.726 3.298 6.724  0.0004
H: -0.283 2.388 7.172  0.0000
H: -0.278 -2.032 3.602  0.0004
H: 0.862 1.435 5.337  0.0002
H: -1.434 3.217 1.963  0.0002
H: -3.648 -0.742 -3.113  0.0002
H: 4.615 -2.191 -1.195  0.0004
H: -5.418 -5.555 2.207  0.0000
H: -4.538 -1.835 -0.958  0.0003
H: 1.948 -3.408 -3.107  0.0001
H: -1.886 1.703 7.447  0.0005
H: -0.122 7.067 0.582  0.0003
H: 2.002 1.201 3.026  0.0003
H: 5.452 -3.655 -2.758  0.0000
H: -4.453 -5.604 3.685  0.0002
H: -3.379 3.611 -2.010  0.0048
H: 2.856 4.094 -1.439  0.0051
H: 0.130 -3.670 3.087  0.0015
H: 5.282 -2.085 -5.789  0.0000
H: -3.777 -0.397 -0.280  0.0066
H: 1.296 0.012 1.957  0.0094
H: 0.239 -0.792 -3.921  0.0007
H: -1.776 3.764 -2.789  0.0049
H: 2.455 -0.960 -4.071  0.0009
H: -3.048 0.109 -4.478  0.0000
H: 0.737 -2.664 -2.089  -0.0002
H: 7.520 -1.117 -5.330  0.0001
H: -1.640 5.675 1.973  0.0001
H: 1.599 5.958 -0.800  0.0002
H: -3.676 1.141 1.636  0.0059
H: 3.938 -4.560 -2.685  0.0002
H: 4.106 -3.168 -3.795  0.0003
H: -5.288 -1.000 0.402  0.0006
H: -4.108 -0.214 2.687  0.0008
H: 5.725 1.590 -2.538  0.0003
H: 1.761 -0.455 3.594  0.0009
H: -5.269 -3.551 0.957  0.0000
H: -3.888 -6.432 2.241  0.0002
H: -4.509 1.439 3.158  0.0011
H: -1.891 -4.770 3.255  0.0007
H: -0.826 0.035 -4.940  0.0000
H: 7.748 0.733 -3.690  0.0000
H: 0.394 -2.318 1.994  0.0114

---

Computed, not measured: C37H46CdN7O2 as an isolated structure, with wB97M-V/def2-TZVPD.

## Properties
HOMO energy in eV: -10.23
Net charge: +1

Last column: Löwdin charge in e.
Atoms and positions in Å:
Cd: 0.164 0.787 0.360  1.4305
O: 4.197 -1.514 -0.257  0.0420
O: 2.398 0.196 0.488  -0.1850
N: 0.690 -2.581 0.672  -0.0398
N: 1.110 1.459 2.251  -0.1168
N: -0.561 3.220 1.019  0.0522
N: -2.253 0.762 0.049  0.0941
N: 2.046 0.589 2.745  0.0602
N: -0.259 0.925 -1.898  0.0642
N: 0.372 -1.588 -0.303  -0.0382
C: 1.531 -4.725 1.273  -0.0299
C: -5.243 1.436 2.165  -0.0386
C: 2.755 2.182 -3.632  -0.0291
C: -1.990 1.398 -3.576  0.0043
C: -1.545 5.396 0.917  -0.0438
C: 3.819 -1.494 3.405  -0.0286
C: -4.311 1.573 1.141  -0.2017
C: 5.364 -3.187 2.717  -0.0709
C: 3.605 -1.122 2.071  -0.1067
C: -3.262 0.642 1.076  -0.1948
C: 2.059 0.148 -4.690  -0.0341
C: -2.549 0.638 -1.182  -0.2693
C: -3.127 -0.367 2.032  -0.2067
C: 4.681 -2.518 3.733  -0.0814
C: -5.148 0.417 3.098  -0.0591
C: 0.057 -1.155 -3.955  -0.0277
C: -0.318 4.726 2.852  -0.0073
C: 0.846 2.534 2.861  -0.0713
C: -1.486 0.978 -2.229  -0.2596
C: 4.315 -1.802 1.059  -0.2810
C: 1.544 3.138 -1.647  -0.0391
C: -0.073 3.512 2.232  -0.2602
C: -0.474 -4.539 -0.203  -0.0471
C: -4.092 -0.473 3.028  -0.0346
C: -4.433 2.757 0.209  -0.0163
C: 2.629 -0.051 1.739  -0.4570
C: 0.799 1.049 -2.867  -0.2063
C: -3.850 0.115 -1.718  -0.0014
C: 1.700 2.104 -2.732  -0.2078
C: 0.889 -3.947 0.131  -0.6224
C: 2.938 1.215 -4.607  -0.0536
C: 0.972 0.043 -3.828  -0.2060
C: -1.267 4.148 0.383  -0.1743
C: 5.188 -2.835 1.395  -0.0183
C: 1.800 -3.977 -1.101  -0.0325
C: -1.070 5.681 2.186  -0.0347
C: -1.999 -1.355 1.982  -0.0511
H: 0.090 4.918 3.838  0.1217
H: 3.584 -0.744 -0.310  0.0693
H: -5.890 0.324 3.882  0.1120
H: 4.830 -2.796 4.769  0.1037
H: 3.454 3.007 -3.546  0.1181
H: 3.275 -0.959 4.173  0.1077
H: 2.721 -3.415 -0.919  0.0743
H: 6.049 -3.989 2.965  0.1094
H: -2.037 -2.030 2.834  0.0883
H: 1.608 2.699 -0.649  0.0386
H: -0.824 -0.939 -4.565  0.0792
H: -3.642 -0.733 -2.378  0.1028
H: -1.633 3.878 -0.603  0.1020
H: 1.552 -2.277 1.114  0.0853
H: 2.547 -4.366 1.466  0.0781
H: 1.587 -5.787 1.027  0.0927
H: -0.500 -1.856 -0.748  0.0542
H: -4.378 0.857 -2.320  0.0899
H: -1.176 1.740 -4.207  0.0967
H: -4.525 2.487 -0.843  0.0651
H: -2.515 0.586 -4.081  0.0922
H: -6.055 2.152 2.227  0.1149
H: 0.590 3.665 -1.716  0.0690
H: -0.985 -3.970 -0.989  0.0692
H: -2.017 -1.968 1.082  0.0655
H: -3.572 3.417 0.308  0.0491
H: -5.320 3.336 0.464  0.0874
H: 2.072 -5.008 -1.341  0.0953
H: -2.715 2.207 -3.446  0.1025
H: 1.362 2.782 3.785  0.1329
H: 3.777 1.282 -5.289  0.1132
H: 0.945 -4.612 2.189  0.0915
H: -4.500 -0.210 -0.910  0.0968
H: -1.110 -4.558 0.685  0.0842
H: -0.294 -1.516 -2.987  0.0535
H: 5.724 -3.335 0.598  0.1231
H: -0.364 -5.560 -0.575  0.0913
H: 1.308 -3.563 -1.988  0.0681
H: 1.083 -1.567 -1.034  0.0650
H: 2.213 -0.626 -5.433  0.1189
H: -3.999 -1.268 3.761  0.1174
H: -1.269 6.641 2.647  0.1190
H: 0.583 -1.976 -4.441  0.0872
H: -2.120 6.118 0.351  0.1152
H: 2.341 3.877 -1.713  0.0879
H: -1.017 -0.882 2.022  0.0369

---

Computed, not measured: a 4-piece molecular cluster, C37H47BCl2F3IN2O19S5 overall in a non-equilibrium geometry, with wB97M-V/def2-TZVPD.

## Properties
SMILES: CC(C)[C@@H](C)COc1cc2c(c(B(O)O)c1)N(S(=O)(=O)C(F)(F)F)c1c(c([C@H](Cl)[C@H](C)Cl)c(COO)c(CCCI)c1-c1ccccn1)S2.O=S1(=O)OCCO1.O=S1(=O)OCCO1.O=S1(=O)OCCO1
HOMO energy in eV: -8.57
Net charge: 0

Last column: Löwdin charge in e.
Atoms and positions in Å:
I: 2.956 -7.309 -0.427  0.6595
Cl: 5.224 0.794 5.667  0.4881
Cl: 1.258 0.331 6.170  0.4908
S: 0.342 1.864 3.102  0.8242
S: -0.098 1.282 -0.921  0.8916
S: 2.127 5.792 -5.849  0.6802
S: -2.411 -7.514 -2.904  0.6551
S: 6.605 -1.624 -2.325  0.6779
F: -1.412 -0.241 -2.895  0.0224
F: -2.120 2.131 -2.725  0.0416
F: 0.028 1.575 -3.614  -0.0269
O: 0.922 4.793 -5.391  -0.1884
O: -5.040 3.648 3.760  -0.1446
O: 1.712 -4.067 4.664  -0.0779
O: -0.125 2.794 -0.501  -0.3309
O: -5.183 0.925 -1.441  0.0101
O: 6.177 -2.874 -1.738  -0.2502
O: 2.330 5.632 -7.272  -0.2390
O: 1.367 0.763 -1.136  -0.3427
O: 1.917 7.078 -5.224  -0.2359
O: 2.981 -3.837 4.860  -0.2105
O: 6.348 -0.437 -1.238  -0.1947
O: -3.371 -6.698 -3.937  -0.2189
O: -2.334 -8.910 -3.744  -0.1894
O: -3.640 -1.042 -1.069  0.0271
O: 3.340 5.029 -5.073  -0.1951
O: 5.480 -1.161 -3.413  -0.1921
O: -3.158 -7.758 -1.690  -0.2338
O: 7.912 -1.436 -2.912  -0.2318
O: -1.102 -6.903 -2.912  -0.2427
N: 0.952 -2.448 -2.003  0.0340
N: -0.819 0.281 0.315  -0.1821
C: 0.098 -2.566 -0.787  -0.1786
C: -1.017 -3.792 -3.553  -0.0252
C: -3.354 -8.908 -4.739  -0.1733
C: -5.862 4.589 2.989  -0.1791
C: -1.002 1.164 -2.590  -0.2357
C: -3.515 -7.445 -5.144  -0.1721
C: -4.578 1.996 1.569  0.0613
C: 4.388 -5.703 0.153  -0.6155
C: 0.399 -3.050 -3.249  -0.1048
C: 0.203 -0.434 1.170  -0.1270
C: -5.107 5.951 2.490  -0.2789
C: -1.473 1.907 2.509  -0.3226
C: -4.282 6.769 3.643  -0.3436
C: 2.300 -4.220 0.983  -0.2220
C: -2.036 -3.962 -2.236  -0.0010
C: 2.471 -2.164 2.949  0.0011
C: -1.843 1.043 1.126  -0.1285
C: -4.788 6.517 5.182  -0.1146
C: 4.605 -0.218 -2.800  -0.1740
C: -1.343 -3.316 -0.872  -0.0022
C: -2.622 6.597 3.527  -0.1070
C: 2.614 -0.071 4.915  -0.6097
C: 5.471 0.539 -1.797  -0.1711
C: 1.982 -0.667 3.489  -0.1079
C: 3.660 1.183 4.683  -0.6494
C: -4.160 2.831 2.915  -0.1182
C: 1.826 -2.740 1.530  -0.0084
C: 0.696 -1.928 0.635  0.0303
C: 1.488 3.597 -4.862  -0.1765
C: -3.458 1.112 0.696  0.0522
C: 4.144 1.312 3.118  -0.1533
C: -4.148 5.727 1.138  -0.0985
C: 3.580 -3.094 3.721  -0.1148
C: -2.561 2.752 3.398  0.0218
C: 0.890 0.118 2.551  -0.2939
C: 2.800 4.029 -4.212  -0.1675
C: 3.695 -4.198 0.101  -0.2809
B: -4.077 0.306 -0.631  -0.4367
H: -3.744 6.742 0.711  0.0898
H: 3.810 -0.774 -2.292  0.1243
H: 3.538 -3.937 -1.035  0.1092
H: -3.077 -4.493 -2.277  0.0944
H: 4.876 1.012 -1.011  0.1346
H: 1.122 -2.976 -4.199  0.1092
H: -2.720 -7.137 -5.832  0.1325
H: -4.240 5.524 5.555  0.0874
H: 3.226 1.690 2.495  0.0672
H: 0.804 3.129 -4.150  0.1039
H: -4.272 -9.294 -4.283  0.1338
H: 4.163 0.442 -3.550  0.1294
H: 4.362 -2.343 4.214  0.1345
H: -2.293 5.521 3.210  0.0495
H: 1.423 -4.719 0.389  0.0844
H: -4.885 5.260 0.329  0.0901
H: 4.176 -3.807 3.009  0.1231
H: -2.175 7.340 2.707  0.0920
H: -6.796 4.928 3.650  0.1403
H: 2.518 -4.935 1.909  0.1149
H: -6.353 4.102 2.016  0.1281
H: -1.959 -3.409 0.142  0.1023
H: 3.271 2.212 5.148  0.1216
H: -3.603 -1.648 -0.271  0.0996
H: -1.319 -4.203 -4.631  0.1008
H: 4.561 0.273 2.724  0.1000
H: 2.622 4.483 -3.231  0.1362
H: 3.501 3.198 -4.105  0.1263
H: -4.468 7.928 3.423  0.1356
H: 6.082 1.298 -2.297  0.1325
H: 1.669 2.911 -5.697  0.1375
H: -5.718 2.014 1.217  0.1166
H: 3.255 -0.926 5.447  0.0878
H: -5.967 6.688 2.114  0.1479
H: -3.286 4.956 1.322  0.0688
H: 5.027 2.112 3.102  0.0964
H: -2.098 6.854 4.542  0.0803
H: 4.439 -3.428 0.608  0.1163
H: 4.895 -5.946 1.195  0.0676
H: -4.488 -7.248 -5.602  0.1378
H: 1.234 -3.521 5.383  0.1576
H: -4.371 7.380 5.858  0.0857
H: -2.245 3.344 4.373  0.1147
H: -6.008 0.341 -1.293  0.1280
H: -3.073 -9.545 -5.581  0.1385
H: 5.267 -5.712 -0.644  0.0635
H: -5.934 6.309 5.298  0.0784